P.
Molecular formula: C3H7NO2
Method: DFT, ωB97M-V with the def2-TZVPD basis set

Cartesian coordinates (Å):
N (-1.30, -0.97, -0.84)
C (-0.88, 0.28, -1.18)
O (-1.16, 0.80, -2.25)
C (-0.08, 1.01, -0.11)
C (1.11, 0.26, 0.47)
O (0.64, -0.86, 1.21)
H (-0.93, -1.42, -0.02)
H (-1.83, -1.49, -1.53)
H (-0.76, 1.26, 0.72)
H (0.26, 1.94, -0.56)
H (1.79, -0.05, -0.34)
H (1.67, 0.94, 1.13)
H (1.41, -1.39, 1.46)

The calculation puts the HOMO energy at -9.6 eV. Its structure (SMILES) is NC(=O)CCO. As for the molar mass: 89.09 u. The multiplicity is 1. For the HOMO-LUMO gap, the calculation gives 10.251 eV.

=====

Q.
Molecular formula: C3H7NO2
Method: DFT, ωB97M-V with the def2-TZVPD basis set

Cartesian coordinates (Å):
N (1.28, -1.67, -0.12)
C (0.70, -0.48, -0.40)
O (1.39, 0.53, -0.41)
C (-0.79, -0.32, -0.52)
C (-0.95, 1.16, 0.30)
O (-0.19, 1.46, 1.45)
H (0.81, -2.56, -0.08)
H (2.15, -1.58, 0.38)
H (-1.31, -1.31, -0.36)
H (-1.13, -0.03, -1.52)
H (-0.69, 1.90, -0.47)
H (-1.99, 1.26, 0.61)
H (0.72, 1.64, 1.16)

The calculation puts the HOMO energy at -9.9 eV. Its structure (SMILES) is NC(=O)CCO. As for the molar mass: 89.09 u. The multiplicity is 1. For the HOMO-LUMO gap, the calculation gives 10.791 eV.

=====

R.
Molecular formula: C3H7NO2
Method: DFT, ωB97M-V with the def2-TZVPD basis set

Cartesian coordinates (Å):
N (-0.98, -1.28, -0.45)
C (-1.13, 0.09, -0.63)
O (-2.15, 0.55, -1.11)
C (-0.03, 1.00, -0.09)
C (1.25, 0.37, 0.46)
O (1.04, -0.43, 1.60)
H (-1.71, -1.82, -0.89)
H (-0.05, -1.68, -0.55)
H (-0.50, 1.58, 0.71)
H (0.21, 1.71, -0.89)
H (1.79, -0.19, -0.33)
H (1.92, 1.17, 0.78)
H (0.34, -1.07, 1.39)

The calculation puts the HOMO energy at -10.1 eV. Its structure (SMILES) is NC(=O)CCO. As for the molar mass: 89.09 u. The multiplicity is 1. For the HOMO-LUMO gap, the calculation gives 10.826 eV.

=====

S.
Molecular formula: C3H7NO2
Method: DFT, ωB97M-V with the def2-TZVPD basis set

Cartesian coordinates (Å):
N (-0.22, 1.36, 1.36)
C (0.36, 0.14, 1.22)
O (1.36, -0.17, 1.85)
C (-0.30, -0.77, 0.22)
C (-0.19, -0.30, -1.22)
O (1.00, -0.93, -1.73)
H (0.16, 1.97, 2.06)
H (-1.14, 1.58, 1.05)
H (0.08, -1.78, 0.28)
H (-1.36, -0.87, 0.53)
H (-1.06, -0.53, -1.84)
H (-0.01, 0.77, -1.26)
H (1.31, -0.47, -2.51)

The calculation puts the HOMO energy at -9.7 eV. Its structure (SMILES) is NC(=O)CCO. As for the molar mass: 89.09 u. The multiplicity is 1. For the HOMO-LUMO gap, the calculation gives 10.418 eV.

=====

Stability order, top to bottom: P, R, S, Q

=====

P.
Molecular formula: H16O8
Method: DFT, ωB97M-V with the def2-TZVPD basis set

Cartesian coordinates (Å):
O (-2.57, 0.18, 0.25)
H (-2.18, 0.51, -0.59)
H (-1.95, 0.63, 0.89)
O (-0.96, 0.43, -1.98)
H (-0.31, -0.44, -2.04)
H (-0.92, 0.89, -2.79)
O (-0.89, -2.06, 0.48)
H (-1.46, -1.31, 0.25)
H (-1.06, -2.20, 1.44)
O (0.74, -1.51, -1.81)
H (0.29, -2.11, -1.24)
H (1.42, -1.09, -1.19)
O (0.88, 1.97, -0.61)
H (0.22, 1.56, -1.23)
H (1.53, 1.23, -0.38)
O (1.02, -0.56, 1.98)
H (0.47, -1.30, 1.70)
H (0.34, 0.22, 1.94)
O (-0.74, 1.68, 1.63)
H (-0.22, 1.88, 0.78)
H (-0.22, 2.05, 2.31)
O (2.40, -0.15, -0.04)
H (1.83, -0.31, 0.86)
H (3.30, 0.03, 0.17)

The calculation puts the HOMO energy at -11.2 eV. Its structure (SMILES) is O.O.O.O.O.O.O.O. As for the molar mass: 144.12 u. The multiplicity is 1. For the HOMO-LUMO gap, the calculation gives 11.449 eV.

=====

Q.
Molecular formula: H16O8
Method: DFT, ωB97M-V with the def2-TZVPD basis set

Cartesian coordinates (Å):
H (-0.64, -0.20, -0.06)
H (0.39, 0.05, 1.03)
H (0.13, -2.14, 4.77)
H (0.40, -0.70, 5.17)
H (2.84, -1.12, -3.00)
H (2.41, -2.33, -3.82)
H (2.40, 1.33, 0.01)
H (1.03, 1.62, -0.58)
H (-2.38, 2.27, -3.52)
H (-3.75, 1.61, -3.44)
H (-1.92, -0.93, 1.54)
H (-2.00, 0.59, 1.52)
H (-4.31, 3.30, 0.94)
H (-3.34, 2.54, 1.83)
H (3.78, -2.86, -0.65)
H (5.08, -3.24, -1.35)
O (0.31, -0.16, 0.09)
O (-0.25, -1.26, 4.73)
O (2.17, -1.41, -3.64)
O (1.46, 1.12, 0.12)
O (-3.09, 2.07, -2.90)
O (-1.42, -0.14, 1.77)
O (-3.55, 2.70, 0.91)
O (4.28, -2.70, -1.46)

The calculation puts the HOMO energy at -7.5 eV. As for the molar mass: 144.12 u. The multiplicity is 1. For the HOMO-LUMO gap, the calculation gives 8.093 eV.

=====

Stability order, top to bottom: P, Q

=====

P.
Molecular formula: H16O8
Method: DFT, ωB97M-V with the def2-TZVPD basis set

Cartesian coordinates (Å):
O (-0.58, -0.26, -0.90)
H (-1.36, 0.23, -0.55)
H (-1.01, -1.02, -1.24)
O (-0.62, 0.41, 4.47)
H (-0.29, 1.11, 3.98)
H (-1.15, -0.14, 3.92)
O (0.51, 3.24, -1.45)
H (0.77, 2.37, -1.41)
H (-0.41, 3.16, -1.15)
O (3.51, 1.99, -0.53)
H (3.55, 2.25, 0.36)
H (2.54, 1.93, -0.82)
O (1.60, -4.18, -3.57)
H (0.68, -4.26, -3.15)
H (2.19, -4.71, -3.08)
O (-3.06, -1.74, 1.34)
H (-2.94, -2.13, 0.49)
H (-3.92, -2.19, 1.50)
O (2.40, -0.47, -1.96)
H (3.20, -1.11, -2.04)
H (2.57, 0.00, -2.74)
O (-2.45, 1.85, 3.08)
H (-3.33, 1.46, 3.23)
H (-2.39, 2.22, 2.23)

The calculation puts the HOMO energy at -10.7 eV. Its structure (SMILES) is O.O.O.O.O.O.O.O. As for the molar mass: 144.12 u. The multiplicity is 1. For the HOMO-LUMO gap, the calculation gives 10.485 eV.

=====

Q.
Molecular formula: H16O8
Method: DFT, ωB97M-V with the def2-TZVPD basis set

Cartesian coordinates (Å):
O (-15.66, -21.65, 22.23)
H (-16.53, -22.03, 22.14)
H (-15.82, -20.76, 22.53)
O (-16.70, -17.78, 21.83)
H (-17.36, -18.21, 21.28)
H (-17.21, -17.26, 22.45)
O (-8.62, -20.01, 19.68)
H (-8.00, -20.67, 19.98)
H (-8.12, -19.19, 19.68)
O (-11.29, -20.02, 16.75)
H (-10.59, -20.05, 16.09)
H (-10.83, -20.08, 17.59)
O (-15.26, -17.03, 26.09)
H (-15.86, -16.97, 25.34)
H (-15.33, -16.18, 26.52)
O (-9.82, -14.88, 22.39)
H (-9.68, -14.77, 21.45)
H (-10.46, -15.59, 22.45)
O (-10.44, -18.58, 26.06)
H (-10.99, -17.96, 26.53)
H (-10.79, -18.59, 25.17)
O (-12.03, -18.03, 22.31)
H (-11.96, -18.62, 21.57)
H (-12.90, -18.21, 22.68)

The calculation puts the HOMO energy at -11.1 eV. Its structure (SMILES) is O.O.O.O.O.O.O.O. As for the molar mass: 144.12 u. The multiplicity is 1. For the HOMO-LUMO gap, the calculation gives 11.130 eV.

=====

Stability order, top to bottom: Q, P